## P
Entry from the Open Molecules 2025 dataset: 2 unconnected molecules or ions with the total composition C5H12NS (wB97M-V/def2-TZVPD).

Computed properties:
- total charge = -1
- HOMO energy (eV) = -2.49
- lowest unoccupied orbital energy (eV) = 3.9203

Bonds (Å) are listed after each position.
Element x y z (Å)
1 C -0.5797 -2.1588 0.5971  C2 1.499, H4 1.092, H5 1.087, H6 1.093
2 C 0.8728 -2.5194 0.5191  C1 1.499, C3 1.329, H7 1.086
3 C 1.5882 -2.2465 -0.5671  C2 1.329, H8 1.085, H9 1.084
4 H -0.6577 -1.0903 0.8094  C1 1.092
5 H -1.0882 -2.2506 -0.3593  C1 1.087
6 H -1.1445 -2.6677 1.3820  C1 1.093
7 H 1.3382 -3.0838 1.3223  C2 1.086
8 H 2.6601 -2.4099 -0.6048  C3 1.085
9 H 1.1145 -2.0096 -1.5126  C3 1.084
10 C -0.4678 2.7126 0.1289  C11 1.535, N13 1.468, H14 1.092, H15 1.095
11 C -0.0903 1.9275 -1.1345  C10 1.535, S12 1.831, H16 1.098, H17 1.095
12 S -1.2030 0.5175 -1.4900  C11 1.831
13 N -0.7251 1.8817 1.3118  C10 1.468, H18 1.019, H19 1.023
14 H -1.4067 3.2187 -0.1060  C10 1.092
15 H 0.3027 3.4626 0.3341  C10 1.095
16 H 0.9497 1.5835 -1.0658  C11 1.098
17 H -0.1502 2.6105 -1.9879  C11 1.095
18 H 0.1047 1.3093 1.4585  N13 1.019
19 H -1.4176 1.2128 0.9648  N13 1.023

---

## Q
Entry from the Open Molecules 2025 dataset: a gas-phase ion, C5H12NS (charge -1) (wB97M-V/def2-TZVPD).

Computed properties:
- total charge = -1
- SMILES string = CCN[C@H](C)C[S-]
- HOMO energy (eV) = -2.26
- lowest unoccupied orbital energy (eV) = 3.4782

Bonds (Å) are listed after each position.
Element x y z (Å)
1 C -2.5934 0.7142 -0.6935  C2 1.544, H8 1.087, H9 1.100, H10 1.091
2 C -1.6150 -0.1944 0.0823  C1 1.544, N3 1.457, H11 1.097, H12 1.095
3 N -0.2761 0.1476 -0.3802  C2 1.457, C4 1.471, H13 1.013
4 C 0.9900 -0.4925 0.0102  N3 1.471, C5 1.544, C6 1.551, H14 1.095
5 C 1.1943 -0.3586 1.5349  C4 1.544, H15 1.091, H16 1.094, H17 1.096
6 C 2.1420 0.0802 -0.8569  C4 1.551, S7 1.811, H18 1.095, H19 1.094
7 S 3.6939 -0.7612 -0.4537  C6 1.811
8 H -2.4033 1.7842 -0.6607  C1 1.087
9 H -3.6205 0.4621 -0.3907  C1 1.100
10 H -2.5589 0.3751 -1.7301  C1 1.091
11 H -1.7378 -0.1351 1.1711  C2 1.097
12 H -1.8032 -1.1716 -0.3740  C2 1.095
13 H -0.1635 1.1521 -0.3100  N3 1.013
14 H 0.8916 -1.5618 -0.2043  C4 1.095
15 H 1.4491 0.6259 1.9311  C5 1.091
16 H 0.3135 -0.7737 2.0330  C5 1.094
17 H 2.0513 -1.0028 1.7648  C5 1.096
18 H 2.2761 1.1340 -0.5930  C6 1.095
19 H 1.7700 -0.0237 -1.8804  C6 1.094

---

Stability, lowest: P

---

## P
Entry from the Open Molecules 2025 dataset: a gas-phase ion, C5H12NS (charge -1) (wB97M-V/def2-TZVPD).

Computed properties:
- total charge = -1
- SMILES string = CCNCCC[S-]
- HOMO energy (eV) = -2.27
- lowest unoccupied orbital energy (eV) = 3.4777

Bonds (Å) are listed after each position.
Element x y z (Å)
1 C 2.3704 -1.2585 1.2991  C2 1.543, H8 1.092, H9 1.096, H10 1.088
2 C 2.8061 -0.2183 0.2459  C1 1.543, N3 1.436, H11 1.089, H12 1.092
3 N 1.7584 0.6163 -0.2727  C2 1.436, C4 1.493, H13 1.012
4 C 0.7960 -0.0530 -1.1978  N3 1.493, C5 1.529, H14 1.076, H15 1.098
5 C -0.5967 0.5543 -1.0253  C4 1.529, C6 1.534, H16 1.095, H17 1.090
6 C -1.4468 -0.2233 -0.0127  C5 1.534, S7 1.817, H18 1.095, H19 1.089
7 S -3.0791 0.5048 0.3119  C6 1.817
8 H 2.0352 -0.8456 2.2530  C1 1.092
9 H 1.5745 -1.9062 0.9149  C1 1.096
10 H 3.1455 -1.9855 1.5320  C1 1.088
11 H 3.3467 -0.7866 -0.5099  C2 1.089
12 H 3.5380 0.4208 0.7444  C2 1.092
13 H 1.2080 1.0228 0.4730  N3 1.012
14 H 1.1842 0.0743 -2.1934  C4 1.076
15 H 0.7513 -1.1156 -0.9241  C4 1.098
16 H -0.4941 1.5973 -0.7063  C5 1.095
17 H -1.1427 0.5882 -1.9684  C5 1.090
18 H -0.8927 -0.3294 0.9253  C6 1.095
19 H -1.5708 -1.2178 -0.4379  C6 1.089

---

## Q
Entry from the Open Molecules 2025 dataset: a gas-phase ion, C5H12NS (charge -1) (wB97M-V/def2-TZVPD).

Computed properties:
- total charge = -1
- SMILES string = CCNCCC[S-]
- HOMO energy (eV) = -2.24
- lowest unoccupied orbital energy (eV) = 3.5340

Bonds (Å) are listed after each position.
Element x y z (Å)
1 C 1.3299 3.4968 -0.0516  C2 1.538, H8 1.084, H9 1.088, H10 1.092
2 C 0.7646 2.1163 -0.4269  C1 1.538, N3 1.480, H11 1.094, H12 1.091
3 N -0.1793 1.6598 0.6181  C2 1.480, C4 1.495, H13 1.009
4 C -1.2795 0.7625 0.1496  N3 1.495, C5 1.551, H14 1.092, H15 1.092
5 C -1.0911 -0.7417 0.4786  C4 1.551, C6 1.506, H16 1.091, H17 1.097
6 C -0.0063 -1.3530 -0.3683  C5 1.506, S7 1.852, H18 1.098, H19 1.085
7 S 0.1727 -3.1728 -0.0725  C6 1.852
8 H 0.6760 4.2905 -0.3943  C1 1.084
9 H 1.4763 3.4165 1.0238  C1 1.088
10 H 2.2796 3.6833 -0.5582  C1 1.092
11 H 1.5228 1.3351 -0.5367  C2 1.094
12 H 0.1142 2.1875 -1.2998  C2 1.091
13 H 0.3019 1.0954 1.3020  N3 1.009
14 H -2.1776 1.1589 0.6275  C4 1.092
15 H -1.3548 0.8547 -0.9356  C4 1.092
16 H -1.0506 -0.8884 1.5590  C5 1.091
17 H -2.0744 -1.1660 0.2412  C5 1.097
18 H 1.0103 -0.9843 -0.1779  C6 1.098
19 H -0.1580 -1.1339 -1.4198  C6 1.085

---

Stability, lowest: Q

---

## P
Entry from the Open Molecules 2025 dataset: 2 unconnected molecules or ions with the total composition C2H4OS2 (wB97M-V/def2-TZVPD).

Computed properties:
- HOMO energy (eV) = -10.35
- lowest unoccupied orbital energy (eV) = -1.8893

Bonds (Å) are listed after each position.
Element x y z (Å)
1 C -1.3043 -0.5887 0.1779  C2 1.297, H6 1.087, H7 1.091
2 C -1.7148 0.4461 -0.4871  C1 1.297, H8 1.152, H9 1.079
3 O 2.9133 1.3765 0.0506  S5 1.422
4 S 2.7543 -1.4223 -0.2364  S5 1.900
5 S 2.9813 0.1621 0.7869  O3 1.422, S4 1.900
6 H -0.2983 -0.9795 0.0449  C1 1.087
7 H -1.8239 -0.9411 1.0695  C1 1.091
8 H -1.0024 0.8668 -1.2890  C2 1.152
9 H -2.5052 1.0800 -0.1172  C2 1.079

---

## Q
Entry from the Open Molecules 2025 dataset: a single C2H4OS2 molecule (wB97M-V/def2-TZVPD).

Computed properties:
- HOMO energy (eV) = -8.31
- lowest unoccupied orbital energy (eV) = -0.5156

Bonds (Å) are listed after each position.
Element x y z (Å)
1 C -0.8045 0.1424 -0.7396  S4 1.675, S5 1.736, H6 1.019
2 C 1.3944 -0.0472 1.0276  S5 1.813, H7 1.105, H8 1.090, H9 1.154
3 O -2.8383 -0.3971 -2.0214  S4 1.467
4 S -1.8203 0.6585 -1.9668  C1 1.675, O3 1.467
5 S 0.4614 1.0934 -0.0281  C1 1.736, C2 1.813
6 H -1.2438 -0.5811 -0.1732  C1 1.019
7 H 2.3504 0.3227 1.4401  C2 1.105
8 H 1.5985 -0.9237 0.4134  C2 1.090
9 H 0.9021 -0.2681 2.0481  C2 1.154

---

Stability, lowest: Q

---

## P
Entry from the Open Molecules 2025 dataset: a single C2H4OS2 molecule (wB97M-V/def2-TZVPD).

Computed properties:
- SMILES string = C=C[S@H](=O)=S
- HOMO energy (spin up / spin down) (eV) = -8.97 / -8.90
- lowest unoccupied orbital energy (spin up / spin down) (eV) = -1.3970 / -0.9776

Bonds (Å) are listed after each position.
Element x y z (Å)
1 C -0.9416 0.0483 0.0471  C2 1.710, H6 1.059, H7 1.067
2 C 0.5398 0.0606 -0.8063  C1 1.710, S3 1.752, H8 1.055
3 S 1.9450 0.3134 0.2085  C2 1.752, O4 1.447, S5 1.965, H9 1.444
4 O 2.7043 1.5434 0.1512  S3 1.447
5 S 3.0071 -1.2996 -0.1537  S3 1.965
6 H -1.9518 0.0018 -0.2668  C1 1.059
7 H -0.6088 0.3726 1.0077  C1 1.067
8 H 0.4467 0.4191 -1.7946  C2 1.055
9 H 1.2261 0.0416 1.4312  S3 1.444

---

## Q
Entry from the Open Molecules 2025 dataset: a single C2H4OS2 molecule (wB97M-V/def2-TZVPD).

Computed properties:
- HOMO energy (eV) = -8.28
- lowest unoccupied orbital energy (eV) = -0.1438

Bonds (Å) are listed after each position.
Element x y z (Å)
1 C 2.2120 -0.0534 -0.0025  S4 1.640, S5 1.729, H6 1.205
2 C -0.5933 -0.6260 -0.1325  S5 1.852, H7 1.093, H8 1.112, H9 1.112
3 O 4.5015 1.0222 0.3255  S4 1.470
4 S 3.8315 -0.2725 0.1342  C1 1.640, O3 1.470
5 S 1.0939 -1.3726 0.0258  C1 1.729, C2 1.852
6 H 1.9132 1.0919 -0.2265  C1 1.205
7 H -1.2210 -1.1775 0.5725  C2 1.093
8 H -1.1053 -0.8094 -1.1025  C2 1.112
9 H -0.6189 0.3871 0.3261  C2 1.112

---

## R
Entry from the Open Molecules 2025 dataset: 2 unconnected molecules or ions with the total composition C2H4OS2 (wB97M-V/def2-TZVPD).

Computed properties:
- SMILES string = O=CS.C=S
- HOMO energy (eV) = -8.66
- lowest unoccupied orbital energy (eV) = -0.1604

Bonds (Å) are listed after each position.
Element x y z (Å)
1 O -0.3408 0.5434 1.2141  C2 1.180
2 C -0.4209 1.6907 0.9519  O1 1.180, S3 1.808, H4 1.160
3 S 0.6785 2.7973 0.0387  C2 1.808, H5 1.324
4 H -1.3508 2.3833 0.9796  C2 1.160
5 H 1.8195 2.1637 0.2602  S3 1.324
6 C 0.1675 -1.5590 -0.5432  S7 1.581, H8 1.098, H9 1.154
7 S 1.6490 -1.0973 -0.8464  C6 1.581
8 H -0.1324 -2.1018 0.3625  C6 1.098
9 H -0.7255 -1.2033 -1.1812  C6 1.154

---

## S
Entry from the Open Molecules 2025 dataset: 2 unconnected molecules or ions with the total composition C2H4OS2 (wB97M-V/def2-TZVPD).

Computed properties:
- HOMO energy (spin up / spin down) (eV) = -7.55 / -8.05
- lowest unoccupied orbital energy (spin up / spin down) (eV) = -1.1421 / 0.2611

Bonds (Å) are listed after each position.
Element x y z (Å)
1 C -3.7696 -0.6224 -0.0677  O3 1.135, H6 1.110
2 C 0.8929 0.8260 -0.6338  S5 1.880, H7 1.119, H8 1.134, H9 1.036
3 O -4.5450 -0.9318 0.7006  C1 1.135
4 S -1.7209 1.2961 0.7186  S5 1.948
5 S -0.7405 1.7132 -0.9126  C2 1.880, S4 1.948
6 H -3.2822 -0.9560 -1.0081  C1 1.110
7 H 0.7856 -0.2811 -0.5079  C2 1.119
8 H 1.2036 1.4922 0.2295  C2 1.134
9 H 1.5677 0.9689 -1.4074  C2 1.036

---

Stability, lowest: P